Here is a molecular structure, C38H32GeIrN6O2 from the OMol25 dataset. Energies are from wB97M-V/def2-TZVPD.

Summary:
DFT total energy	-4127.61036	Eh
spin multiplicity	2
<S²>	0.7766
ΔE to the lowest compared entry with this formula, charge and spin	6.0	kcal per mole
orbital gap (spin up / spin down)	4.48 / 5.81	eV
maximum force	0.51	eV/A

XYZ file:
```
80
Properties=species:S:1:pos:R:3:forces:R:3
Ir -0.505 0.394 0.191 -0.15 0.22 0.03
O -6.227 -0.916 -3.300 -0.14 -0.01 0.17
C -5.903 -1.550 -2.285 0.46 -0.19 -0.14
O -6.367 -2.547 -1.712 -0.12 0.18 -0.02
C -4.577 -1.025 -1.628 -0.37 -0.03 -0.09
C -4.057 -1.656 -0.506 0.05 -0.09 0.23
C -2.889 -1.173 0.049 0.02 -0.19 0.13
N -2.278 -0.124 -0.505 0.23 -0.09 0.01
C -2.743 0.502 -1.586 0.03 0.18 -0.13
C -3.916 0.066 -2.174 0.05 0.20 -0.10
C -1.874 1.634 -2.003 -0.16 -0.05 0.00
C -2.168 2.472 -3.059 -0.18 0.02 -0.20
C -1.312 3.517 -3.364 -0.07 0.01 -0.06
C -0.175 3.703 -2.602 0.04 0.00 0.04
C 0.070 2.830 -1.559 0.14 0.01 0.03
N -0.755 1.826 -1.265 0.22 0.01 0.15
C -2.166 -1.692 1.240 -0.13 0.00 -0.06
C -2.706 -2.623 2.105 -0.20 -0.14 0.00
C -1.989 -3.022 3.221 -0.08 -0.05 -0.01
C -0.745 -2.467 3.455 0.04 0.01 0.00
C -0.256 -1.538 2.555 0.19 -0.03 0.01
N -0.936 -1.168 1.471 0.06 0.07 -0.03
H -4.583 -2.515 -0.108 -0.08 0.04 -0.10
H -4.344 0.535 -3.052 -0.06 -0.09 0.03
H -3.066 2.297 -3.636 0.03 0.04 0.00
H -1.531 4.181 -4.190 -0.03 -0.03 0.00
H 0.521 4.503 -2.811 0.00 -0.03 0.03
H 0.954 2.910 -0.939 -0.02 -0.03 0.01
H -3.691 -3.022 1.899 0.04 -0.01 0.03
H -2.403 -3.754 3.902 -0.01 0.02 -0.02
H -0.158 -2.740 4.321 0.01 0.02 -0.03
H 0.712 -1.070 2.686 -0.03 0.04 -0.04
C 2.941 0.423 -3.758 0.08 -0.02 0.00
C 1.712 0.275 -3.178 0.03 -0.05 0.06
N 1.580 0.084 -1.817 -0.08 0.30 -0.01
C 2.691 0.285 -0.975 -0.04 0.01 -0.12
C 3.985 0.255 -1.560 -0.12 -0.06 -0.08
C 4.097 0.333 -2.982 -0.03 -0.04 0.02
C 5.107 0.186 -0.721 0.03 0.03 0.08
C 4.942 0.151 0.649 0.04 -0.05 -0.04
C 3.684 0.331 1.207 0.00 -0.16 0.11
C 2.549 0.512 0.412 -0.11 0.17 -0.06
N 1.315 0.921 0.964 0.30 -0.14 0.07
C 1.255 1.733 2.062 -0.11 0.00 -0.13
C 2.310 2.366 2.716 0.12 0.19 0.17
C 2.112 3.112 3.887 -0.01 0.00 -0.07
C 0.873 3.296 4.443 0.06 0.02 0.07
C -0.246 2.784 3.761 0.01 -0.05 -0.19
C -1.576 3.014 4.182 0.01 0.01 0.05
C -2.624 2.575 3.430 -0.13 0.02 -0.02
C -2.359 1.887 2.236 -0.15 0.00 -0.07
N -1.139 1.627 1.835 0.30 -0.15 0.04
C -0.063 2.041 2.569 -0.01 0.13 0.13
H 3.000 0.562 -4.830 -0.01 0.01 0.03
H 0.794 0.228 -3.749 0.01 0.02 0.03
H 5.079 0.373 -3.435 -0.01 -0.01 0.03
H 6.093 0.144 -1.166 -0.03 -0.03 0.01
H 5.800 0.011 1.296 -0.02 0.02 -0.01
H 3.562 0.332 2.283 0.12 -0.07 -0.13
H 3.309 2.278 2.316 -0.12 0.13 0.12
H 2.976 3.558 4.364 0.01 -0.03 -0.03
H 0.737 3.849 5.364 0.00 0.00 -0.04
H -1.747 3.559 5.103 0.02 0.00 -0.01
H -3.647 2.757 3.728 0.00 -0.01 -0.02
H -3.162 1.545 1.591 -0.01 -0.02 0.06
C 1.899 -3.037 -2.725 0.01 -0.07 0.02
Ge 0.999 -2.559 -1.052 0.08 -0.04 -0.15
C -0.535 -3.757 -0.792 -0.02 0.09 0.02
C 2.273 -2.917 0.390 -0.04 0.03 0.06
C 0.421 -0.671 -1.315 -0.02 -0.24 0.29
H 2.147 -4.100 -2.713 0.01 0.03 -0.03
H 2.824 -2.466 -2.839 -0.04 -0.01 -0.01
H 1.263 -2.840 -3.590 0.02 -0.01 0.02
H -0.238 -4.763 -1.092 -0.03 0.01 0.00
H -1.399 -3.462 -1.392 0.02 -0.03 0.03
H -0.828 -3.792 0.258 -0.01 -0.04 -0.05
H 2.535 -3.977 0.338 0.00 0.04 0.02
H 1.847 -2.720 1.375 0.07 -0.01 -0.04
H 3.183 -2.327 0.278 -0.01 -0.01 0.00
H -0.268 -0.764 -2.166 0.04 0.08 -0.07
```
Forces are in eV/Å.